Here is a structure of composition C5H7N4O from the Open Molecules 2025 dataset. Energies are from ωB97M-V/def2-TZVPD.

Structure (XYZ):
```
17
Properties=species:S:1:pos:R:3:forces:R:3:mulliken_charge:R:1
C 0.7116 -1.9223 0.9632 -1.082 -3.661 0.718 -0.43
C 0.1172 1.3897 -1.3233 -0.066 1.016 -1.826 0.07
C -0.1311 -1.1311 0.3826 1.637 5.202 -1.630 0.02
C 1.0288 0.5029 0.6825 -4.549 -2.332 0.580 -0.05
C -1.2770 -0.4925 -0.3754 0.718 -2.596 -0.293 0.19
N 1.9865 -1.3785 1.3302 0.811 -0.682 1.395 -0.16
N 2.1048 -0.1678 1.2045 1.361 0.699 -0.987 -0.29
N -0.9040 0.5714 -1.3885 -0.864 -0.749 0.265 -0.15
N 1.1022 1.3667 -0.4733 1.778 0.520 1.548 -0.11
O -2.1421 0.0846 0.4744 -1.371 1.190 2.163 -0.51
H 0.5537 -3.0568 1.2955 0.507 2.726 -0.963 0.37
H 0.1862 2.1671 -2.1253 -0.114 -0.799 0.780 0.35
H 0.2874 0.8086 1.5104 1.359 0.246 -1.171 0.40
H -1.7965 -1.3095 -0.9052 0.280 0.472 -0.591 0.28
H -1.6476 0.7618 -2.1007 1.142 -0.246 0.936 0.29
H 1.8940 2.0725 -0.5412 -1.456 -1.225 -0.009 0.33
H -2.0741 -0.2667 1.3896 -0.092 0.219 -0.915 0.40
```
Positions in Å, forces in eV/Å.

2S+1: 1
Net charge: +1


Here is a structure of composition C2H10BKOS from the Open Molecules 2025 dataset. Energies are from ωB97M-V/def2-TZVPD.

Structure (XYZ):
```
16
Properties=species:S:1:pos:R:3:forces:R:3:mulliken_charge:R:1
K -0.4907 2.1115 0.6335 -0.214 -0.292 0.699 0.81
B -1.3019 1.9240 3.5538 0.086 0.085 0.175 0.34
H -0.5050 1.4004 3.0488 3.527 -2.284 -2.011 -0.39
H -1.9625 2.3187 2.7975 -2.823 2.026 -3.212 -0.36
H -1.8767 1.2186 4.1337 -2.155 -2.826 2.142 -0.20
H -0.9016 2.6668 4.2263 1.550 3.102 2.332 -0.19
C 2.1467 -1.1125 -1.4931 -0.987 1.240 -0.427 -0.81
S 0.4391 -1.6050 -0.9304 -0.624 1.235 0.480 0.45
O -0.1137 -0.4252 -0.1102 0.973 -1.194 -1.090 -0.57
C -0.5118 -1.4796 -2.5033 0.035 0.261 -0.239 -0.91
H 2.0898 -0.0247 -1.4530 -0.103 0.181 -0.027 0.24
H 2.2851 -1.3399 -2.5501 0.155 -0.476 0.198 0.31
H 2.9931 -1.3560 -0.8509 -0.483 -0.723 0.047 0.32
H -1.5274 -1.8536 -2.3741 0.249 -0.492 0.523 0.32
H -0.0544 -1.9990 -3.3454 0.165 -0.107 0.207 0.35
H -0.7083 -0.4446 -2.7831 0.647 0.263 0.202 0.29
```
Positions in Å, forces in eV/Å.

2S+1: 1


Here is an isolated molecule of C3H6N2OS from the Open Molecules 2025 dataset. Energies are from ωB97M-V/def2-TZVPD.

Structure (XYZ):
```
13
Properties=species:S:1:pos:R:3:forces:R:3:mulliken_charge:R:1
C -0.6320 1.8020 -2.1087 -0.446 0.851 -5.044 -0.73
C -0.2113 0.1424 -0.1731 0.642 -0.066 -4.778 0.66
C 0.2073 -0.3344 1.0835 1.281 1.574 3.770 -0.22
H -1.7256 1.4955 -2.4149 2.179 0.678 0.394 0.26
H -0.4275 2.9122 -2.5362 -0.700 -2.466 1.195 0.29
H 0.1016 1.0731 -2.8581 -1.836 1.981 3.072 0.27
H 0.6448 0.4933 1.8333 -0.976 -2.116 -1.207 0.21
H 1.2202 -1.8142 3.0102 -1.423 -0.402 -1.297 0.26
H 0.8792 -3.2340 2.1266 -1.089 1.908 0.213 0.28
N 0.1229 -1.5793 1.1944 0.842 -2.498 2.385 -0.04
N 0.4779 -2.2789 2.3904 1.798 0.179 -0.750 -0.59
O -0.0771 -0.5360 -1.2008 -0.759 0.687 1.912 -0.52
S -0.5804 1.8581 -0.3466 0.486 -0.309 0.136 -0.10
```
Positions in Å, forces in eV/Å.

2S+1: 1
SMILES: CSC(=O)/C=N/N


Here is a cluster of 6 separate species, H12O5S2 in total from the Open Molecules 2025 dataset. Energies are from ωB97M-V/def2-TZVPD.

Structure (XYZ):
```
19
Properties=species:S:1:pos:R:3:forces:R:3:mulliken_charge:R:1
S 0.0493 1.1835 2.8122 -1.823 -0.007 -0.531 -0.18
S 1.6527 0.5208 3.7815 1.301 0.138 0.784 -0.17
H -0.9529 0.5400 3.5003 0.606 0.433 -0.211 0.17
H 1.9876 1.7059 4.3683 -0.128 -0.553 -0.025 0.18
H 0.0123 2.6287 -1.0282 -0.235 0.406 0.173 0.36
H -0.0168 2.1859 -2.3789 -0.228 0.076 -0.635 0.29
O -0.4943 2.8216 -1.8358 0.530 -0.546 0.465 -0.63
H -1.9114 -0.1104 -1.2250 -0.396 0.063 -0.012 0.32
H -2.4708 0.7018 -0.1071 -0.252 0.049 -0.039 0.31
O -2.7513 0.0521 -0.7635 0.733 -0.113 0.009 -0.63
H 1.4383 0.4663 -0.3138 -0.095 -0.062 -0.719 0.36
H 1.8277 1.5449 0.5879 0.188 0.513 -0.150 0.27
O 1.6808 1.4060 -0.3578 -0.130 -0.496 0.805 -0.61
H -0.7143 -4.1085 -0.0055 -0.165 -0.292 0.825 0.30
H -1.4783 -3.1875 -0.9788 -0.219 -0.170 0.265 0.34
O -0.6578 -3.6691 -0.8396 0.198 0.543 -1.189 -0.66
H 0.3699 -2.0340 -1.5332 0.117 0.120 0.888 0.31
H 1.4492 -1.3669 -2.2697 0.057 0.564 0.746 0.32
O 0.9801 -1.2813 -1.4134 -0.061 -0.665 -1.447 -0.63
```
Positions in Å, forces in eV/Å.

2S+1: 1
SMILES: SS.O.O.O.O.O


Here is an isolated molecule of C3H5N3 from the Open Molecules 2025 dataset. Energies are from ωB97M-V/def2-TZVPD.

Structure (XYZ):
```
11
Properties=species:S:1:pos:R:3:forces:R:3:mulliken_charge:R:1
C 0.9235 -1.3401 -0.4118 0.006 -0.011 -0.032 -1.01
C 0.1618 -0.0977 -0.0726 -0.052 -0.004 0.015 0.64
N 0.7277 1.0861 0.1258 -0.169 -0.237 0.007 -0.58
N -0.2980 1.8932 0.3777 0.229 -0.195 0.223 0.24
N -1.4904 1.3199 0.4142 0.220 -0.075 0.144 -0.57
C -1.2294 0.0573 0.1126 -0.058 0.023 0.101 -0.22
H 0.5508 -2.1829 0.1804 0.082 0.134 -0.095 0.29
H 0.7986 -1.5999 -1.4684 0.036 0.043 0.140 0.24
H 1.9917 -1.2189 -0.2122 -0.204 0.055 -0.017 0.31
H -0.1186 2.7663 0.8466 -0.203 0.142 -0.304 0.26
H -2.0177 -0.6833 0.1078 0.112 0.125 -0.181 0.40
```
Positions in Å, forces in eV/Å.

2S+1: 1
SMILES: Cc1cn[nH]n1


Here is a structure of composition C19H17N7O3S3Ta from the Open Molecules 2025 dataset. Energies are from ωB97M-V/def2-TZVPD.

Structure (XYZ):
```
50
Properties=species:S:1:pos:R:3:forces:R:3:mulliken_charge:R:1
Ta 0.1652 0.4160 0.2769 -1.052 0.497 0.635 1.71
O -0.4710 1.6948 -1.1071 -0.230 0.499 -0.749 -0.51
N -0.8736 1.4182 -2.3704 0.160 -0.158 0.120 0.26
C -1.2886 2.4291 -3.1521 -0.012 -0.069 -0.051 -0.13
C -1.6914 2.1459 -4.4354 0.009 0.049 0.038 -0.76
C -1.6582 0.8289 -4.8847 -0.014 -0.026 -0.047 -0.18
C -1.2268 -0.1869 -4.0459 0.008 0.013 0.021 -0.77
C -0.8260 0.1291 -2.7592 -0.006 -0.014 -0.001 0.72
S -0.2424 -1.0239 -1.5828 0.216 -0.266 0.022 -0.25
H -1.2704 3.4108 -2.7042 0.004 0.009 -0.014 0.49
H -2.0218 2.9523 -5.0741 -0.003 0.000 0.001 0.45
H -1.9697 0.5943 -5.8941 0.002 -0.003 0.001 0.45
H -1.1908 -1.2161 -4.3746 0.000 -0.004 0.007 0.49
N 2.7215 -3.7958 6.8307 0.022 -0.017 0.008 -0.41
C 2.1399 -3.2725 5.7569 -0.018 0.006 -0.012 1.06
C 2.7772 -2.2224 5.0341 -0.009 -0.023 0.027 -0.83
C 2.1888 -1.6904 3.9314 -0.038 0.013 -0.051 -0.47
C 0.9418 -2.1957 3.4938 0.158 0.036 0.133 0.00
C 0.2879 -3.2326 4.2058 0.038 0.013 -0.072 -0.50
C 0.8787 -3.7544 5.3134 0.033 0.001 0.022 -0.85
S 0.1775 -1.5797 2.1591 0.061 0.088 -0.232 1.78
O -0.8845 -2.3924 1.6564 -0.020 -0.058 0.211 -0.57
O 1.1999 -1.1801 1.0545 -0.477 -0.492 0.089 -0.58
N -0.3828 0.0305 2.2343 -0.138 -1.116 0.202 -0.25
C -1.8047 0.0679 2.2003 0.468 0.043 -0.061 0.36
N -2.1704 0.4584 0.9688 0.443 -0.179 0.120 -0.20
C -3.4816 0.3708 0.6902 0.000 0.304 -0.136 -0.16
C -4.3710 -0.0538 1.6558 0.003 0.044 -0.046 -0.74
C -3.8650 -0.3741 2.9105 0.105 -0.003 0.049 -0.20
N -2.5533 -0.3216 3.1910 -0.240 0.075 -0.124 -0.53
H 3.6248 -3.4823 7.1457 -0.005 0.001 0.003 0.22
H 2.2973 -4.5542 7.3400 -0.006 0.006 0.001 0.22
H 3.7430 -1.8645 5.3646 -0.001 0.007 -0.001 0.34
H 2.6889 -0.9063 3.3772 -0.001 0.003 -0.001 0.43
H -0.6613 -3.6158 3.8582 -0.005 0.010 0.001 0.50
H 0.3952 -4.5547 5.8574 -0.002 -0.001 -0.001 0.34
H -3.8056 0.6522 -0.3036 0.018 -0.016 -0.009 0.46
H -5.4262 -0.1293 1.4388 -0.002 -0.015 0.010 0.43
H -4.5181 -0.6955 3.7125 0.010 0.003 0.011 0.47
S 2.4680 1.2970 0.4679 0.509 0.450 -0.236 -0.38
C 1.6480 2.6927 1.0014 0.092 -0.037 0.133 0.28
N 2.2147 3.8714 1.3293 -0.019 -0.009 0.003 0.04
C 1.4786 4.9125 1.7824 -0.020 -0.032 0.001 -0.09
C 0.1196 4.7746 1.9047 0.047 0.046 0.008 -0.89
C -0.4335 3.5460 1.5559 -0.002 -0.044 0.066 0.15
N 0.3252 2.5402 1.1303 -0.071 0.364 -0.054 -0.13
H 3.2228 3.9716 1.2340 0.000 -0.002 -0.012 0.31
H 2.0222 5.8158 2.0290 -0.018 0.012 -0.004 0.45
H -0.4928 5.5900 2.2596 0.007 -0.002 0.017 0.47
H -1.4976 3.3589 1.6359 -0.003 -0.003 -0.046 0.50
```
Positions in Å, forces in eV/Å.

2S+1: 1
Net charge: +3


Here is an isolated molecule of C6H6F2 from the Open Molecules 2025 dataset. Energies are from ωB97M-V/def2-TZVPD.

Structure (XYZ):
```
14
Properties=species:S:1:pos:R:3:forces:R:3:mulliken_charge:R:1
C 0.2430 -0.6808 -0.8604 -0.947 0.610 -0.711 -0.08
C 0.6854 -1.8302 -1.3230 1.618 0.408 2.912 -0.71
C 0.5945 1.2111 1.2050 -2.762 0.440 -2.342 -0.72
C -0.4897 0.2744 1.6336 -0.125 0.948 -1.779 -0.60
C -0.0379 0.2952 0.1782 0.529 -0.609 0.555 0.37
C -0.7238 0.4118 -1.1705 2.437 -0.013 1.462 0.75
F -0.4357 1.4066 -2.0700 -0.399 -0.578 0.652 -0.30
F -1.9949 0.0940 -1.1583 -1.863 0.069 -0.708 -0.27
H 0.4031 -2.0762 -2.3224 0.363 -0.854 -0.328 0.31
H 1.3887 -2.3106 -0.5242 -1.248 -0.031 -2.307 0.22
H 0.4775 2.1750 0.7612 -0.593 1.018 0.815 0.29
H 1.5132 1.0690 1.5914 3.028 -0.844 0.986 0.27
H -0.1151 -0.5139 2.2033 0.601 -1.326 0.708 0.23
H -1.5083 0.4746 1.8562 -0.639 0.763 0.085 0.26
```
Positions in Å, forces in eV/Å.

2S+1: 1
SMILES: C=C1C(F)(F)C12CC2


Here is an isolated molecule of C5H10N2O from the Open Molecules 2025 dataset. Energies are from ωB97M-V/def2-TZVPD.

Structure (XYZ):
```
18
Properties=species:S:1:pos:R:3:forces:R:3:mulliken_charge:R:1
C 1.6772 -0.3376 -0.4699 4.502 -6.172 -0.705 -0.23
C 0.5099 0.2164 -0.7151 -6.367 8.617 -3.906 0.16
C -1.4467 0.8374 0.3514 2.733 -0.623 3.330 -0.84
C -1.8296 -0.6926 0.0192 -1.692 1.956 -2.066 -0.28
C 0.4526 -0.8227 0.1699 -6.204 -3.666 4.755 -0.13
H 2.3452 0.1698 1.5105 0.000 0.454 -4.302 0.36
H 3.1868 -0.8520 0.6476 -0.687 2.296 -1.335 0.33
H 1.8769 -1.0672 -1.3038 1.140 1.089 0.742 0.26
H 0.2615 0.1149 -1.7829 -0.522 -0.736 0.577 0.12
H -0.2807 1.9625 -1.1186 -0.910 0.062 1.159 0.34
H -1.4585 0.9725 1.5221 0.473 -0.208 -2.055 0.19
H -2.1242 1.5241 0.0507 -3.112 1.444 -1.054 0.60
H -2.5450 -1.0586 0.8212 0.770 0.436 -1.134 0.32
H -2.4269 -0.3547 -0.9806 1.057 -2.175 1.766 0.24
H 0.1212 -0.4656 1.3110 2.026 -0.880 -2.949 0.15
N 2.6373 0.0694 0.3695 4.969 -1.464 7.098 -0.71
N -0.1754 1.4627 -0.2192 0.749 -2.125 -0.547 -0.45
O -0.7818 -1.6788 -0.1827 1.077 1.694 0.626 -0.42
```
Positions in Å, forces in eV/Å.

2S+1: 1
SMILES: N[C@@H]1[C@@H]2NCCO[C@@H]12


The records above give, respectively, E_HOMO values of -0.506; -0.293; -0.346; -0.355; -0.361; -0.578; -0.352; -0.329 Eh.
The records above give, respectively, max |F| values of 5.69; 4.73; 5.13; 1.90; 0.39; 1.33; 3.65; 11.40 eV Å⁻¹.